## 1
DFT (the ωB97M-V functional and the def2-TZVPD basis) results for 2 unconnected molecules or ions with the total composition C9H14O.

net charge	0
E_LUMO	0.858	eV
SMILES	Cc1ccc(O)cc1.CC
frontier orbital gap	9.35	eV

Last column: natural (NBO) charge in e.
CARTESIAN COORDINATES (ANGSTROEM)
O  -1.0986  0.1580  3.0641  -0.672
C  -1.1125  -0.6703  -1.0302  -0.049
C  -0.9184  -1.6560  -0.0773  -0.195
C  3.3344  0.9639  -1.7366  -0.612
C  -0.9767  0.9675  0.7619  -0.297
C  -0.8087  -1.3392  1.2738  -0.250
C  3.2468  1.2856  -0.2545  -0.622
C  -1.0838  0.6607  -0.5847  -0.186
C  -1.1299  -0.9436  -2.5070  -0.627
C  -0.8869  -0.0267  1.7184  0.294
H  -1.2506  1.4165  -1.3392  0.209
H  -1.7199  -0.2388  -3.0964  0.215
H  3.2291  2.3199  0.0953  0.207
H  2.2684  0.9032  0.0388  0.212
H  -1.5696  0.9941  3.1917  0.480
H  -0.7739  -2.1595  1.9723  0.221
H  2.6971  0.1372  -2.0467  0.205
H  -1.0529  -2.7116  -0.2841  0.211
H  4.3460  0.7593  -2.0948  0.202
H  -1.6347  -1.8981  -2.6680  0.212
H  4.0073  0.7667  0.3246  0.205
H  -0.1543  -1.0371  -2.9508  0.219
H  2.9626  1.7787  -2.3716  0.203
H  -1.1120  2.0278  0.9650  0.214


## 2
DFT (the ωB97M-V functional and the def2-TZVPD basis) results for 2 unconnected molecules or ions with the total composition C9H14O.

net charge	0
E_LUMO	0.789	eV
SMILES	Cc1ccc(O)cc1.CC
frontier orbital gap	9.25	eV

Last column: natural (NBO) charge in e.
CARTESIAN COORDINATES (ANGSTROEM)
O  -1.3096  2.8382  -0.0460  -0.669
C  -0.7314  -0.7146  0.7292  -0.196
C  -2.5683  0.8962  -0.6274  -0.271
C  -0.5604  0.6560  0.6309  -0.269
C  3.9786  1.0400  0.0294  -0.617
C  2.6549  0.3850  -0.3378  -0.609
C  -1.4566  1.4792  -0.0847  0.294
C  -2.7813  -0.4802  -0.4314  -0.187
C  -2.0472  -2.8180  0.2527  -0.635
C  -1.8394  -1.3286  0.1246  -0.045
H  1.9695  0.2958  0.4831  0.198
H  0.1122  -1.2191  1.1577  0.211
H  3.9684  2.1075  -0.2522  0.203
H  4.2929  0.8891  1.0507  0.208
H  4.7645  0.7023  -0.6467  0.206
H  2.1771  0.9507  -1.1469  0.205
H  -0.4156  3.0695  0.1948  0.477
H  -3.0313  -3.1164  0.5847  0.220
H  -3.5468  -0.9752  -1.0244  0.206
H  -1.8813  -3.2383  -0.7343  0.218
H  -3.4216  1.3828  -1.0759  0.226
H  2.7881  -0.5970  -0.8104  0.208
H  -1.4743  -3.3351  1.0277  0.220
H  0.3587  1.1302  0.9526  0.198


## 3
DFT (the ωB97M-V functional and the def2-TZVPD basis) results for 2 unconnected molecules or ions with the total composition C9H14O.

net charge	0
E_LUMO	0.851	eV
SMILES	Cc1ccc(O)cc1.CC
frontier orbital gap	9.24	eV

Last column: natural (NBO) charge in e.
CARTESIAN COORDINATES (ANGSTROEM)
O  -0.7971  -3.7423  -0.6471  -0.674
C  -1.7205  1.5396  1.1205  -0.623
C  2.6805  1.7729  -1.5358  -0.616
C  -0.3539  -0.5679  1.1227  -0.176
C  -1.4349  0.1455  0.6228  -0.061
C  2.3761  1.4578  -0.0729  -0.619
C  -2.1235  -1.8240  -0.5971  -0.263
C  -1.0011  -2.4977  -0.1191  0.306
C  -0.1098  -1.8805  0.7370  -0.304
C  -2.3524  -0.5269  -0.1796  -0.183
H  -2.7856  -2.3804  -1.2481  0.225
H  0.0179  -4.1410  -0.3178  0.479
H  3.2790  1.2801  0.5112  0.204
H  -3.1856  0.0132  -0.6088  0.210
H  -0.7913  2.0962  1.2287  0.213
H  0.3271  -0.0640  1.7954  0.211
H  1.8131  0.5302  -0.0046  0.212
H  -2.2800  1.5660  2.0509  0.219
H  3.6876  1.4440  -1.8037  0.204
H  1.7312  2.1860  0.4120  0.202
H  2.0814  1.1402  -2.1999  0.206
H  2.5358  2.8002  -1.8441  0.207
H  0.6800  -2.4504  1.2133  0.210
H  -2.2738  2.1032  0.3643  0.213


## 4
DFT (the ωB97M-V functional and the def2-TZVPD basis) results for 2 unconnected molecules or ions with the total composition C9H14O.

net charge	0
E_LUMO	0.881	eV
SMILES	Cc1ccc(O)cc1.CC
frontier orbital gap	9.35	eV

Last column: natural (NBO) charge in e.
CARTESIAN COORDINATES (ANGSTROEM)
O  1.7500  1.4511  2.3905  -0.671
C  1.6877  1.4829  -0.0116  -0.289
C  0.3467  -0.9434  0.0292  -0.176
C  0.3912  -1.0516  -2.5055  -0.629
C  -3.5457  -0.1317  -0.2791  -0.619
C  0.7334  -0.3470  1.2326  -0.272
C  1.3304  0.8644  -1.2031  -0.183
C  0.6487  -0.3577  -1.1895  -0.059
C  -3.0224  -1.3921  0.4308  -0.615
C  1.4168  0.8515  1.1953  0.297
H  -3.8075  -1.9892  0.8668  0.207
H  0.4885  -0.8611  2.1533  0.226
H  -3.3852  -0.0649  -1.3481  0.205
H  -4.6005  0.0406  -0.0474  0.205
H  1.4307  1.3616  -2.1527  0.211
H  -0.5345  -0.7742  -3.0209  0.218
H  2.3110  2.3649  -0.0646  0.209
H  -2.2714  -1.0806  1.1615  0.210
H  -3.0161  0.7577  0.0621  0.207
H  0.3444  -2.1365  -2.4370  0.215
H  -0.0205  -1.9663  0.0627  0.212
H  1.2405  -0.8814  -3.1412  0.215
H  2.3990  2.1542  2.1969  0.476
H  -2.4515  -2.0127  -0.2684  0.201


We find 3 to be the most stable, with the next structure 0.126 eV higher.


## 1
DFT (the ωB97M-V functional and the def2-TZVPD basis) results for C9H14O in the gas phase.

net charge	0
E_LUMO	0.927	eV
SMILES	CC(C)[C@@H]1C=CC(O)=CC1
frontier orbital gap	9.17	eV

Last column: natural (NBO) charge in e.
CARTESIAN COORDINATES (ANGSTROEM)
O  2.7260  0.1583  -3.0857  -0.678
C  -0.9512  0.5334  2.4356  -0.623
C  -0.1532  0.0319  -0.1037  -0.279
C  -0.0790  -1.0180  -1.1842  -0.135
C  -1.1602  -0.2620  1.0422  -0.172
C  2.0789  0.6004  -0.7856  -0.296
C  1.2581  0.1190  0.3909  -0.416
C  -2.5930  0.2280  0.6068  -0.609
C  1.9204  0.0150  -1.9611  0.276
C  0.9422  -1.0833  -2.0592  -0.270
H  -2.5244  1.2601  0.5828  0.195
H  2.8481  1.3775  -0.6434  0.206
H  -0.0766  0.1504  2.9817  0.214
H  1.3071  0.7678  1.2723  0.218
H  -2.7716  -0.0940  -0.4735  0.205
H  -0.5273  0.9507  -0.4922  0.213
H  1.0438  -1.8676  -2.8334  0.233
H  -1.8810  0.2810  2.9708  0.212
H  3.5205  0.6583  -2.8099  0.478
H  -1.2077  -1.2683  1.2637  0.186
H  -3.4219  -0.2013  1.2117  0.213
H  -0.7532  -1.9860  -1.0758  0.211
H  1.4598  -0.8867  0.7234  0.211
H  -1.0048  1.5355  2.0259  0.206


## 2
DFT (the ωB97M-V functional and the def2-TZVPD basis) results for 2 unconnected molecules or ions with the total composition C9H14O.

net charge	0
E_LUMO	0.845	eV
SMILES	Cc1ccc(O)cc1.CC
frontier orbital gap	9.26	eV

Last column: natural (NBO) charge in e.
CARTESIAN COORDINATES (ANGSTROEM)
O  -1.5426  -3.0745  0.8959  -0.667
C  2.0716  -0.7901  -2.4972  -0.611
C  -1.1091  -1.0253  -0.0277  -0.227
C  -1.4705  -1.0528  2.2832  -0.286
C  -1.3899  -1.7412  1.1047  0.268
C  -1.1767  1.0666  1.2418  -0.042
C  2.7189  0.4275  -2.0564  -0.616
C  -1.0044  2.5491  1.1132  -0.638
C  -1.2882  0.3562  2.3930  -0.201
C  -1.0115  0.3124  0.0421  -0.202
H  -1.7024  -3.5593  1.7400  0.482
H  -1.3595  3.0505  2.0232  0.221
H  0.0638  2.8372  0.6915  0.223
H  1.1049  -0.8022  -2.2028  0.207
H  -1.5278  2.9812  0.2335  0.221
H  1.9469  -0.8664  -3.6148  0.206
H  -1.4143  0.9210  3.3306  0.216
H  -1.1253  -1.6966  -1.0171  0.225
H  3.4950  0.8757  -2.8555  0.196
H  2.0676  1.3967  -1.8812  0.202
H  2.7584  -1.7160  -2.0830  0.204
H  -1.6123  -1.6508  3.2086  0.203
H  3.3945  0.3379  -1.1903  0.213
H  -0.8871  0.8631  -0.8751  0.204


We find 2 to be the most stable, with the next structure 0.140 eV higher.


## 1
DFT (the ωB97M-V functional and the def2-TZVPD basis) results for a molecular structure, C12H10O3.

net charge	0
E_LUMO	0.593	eV
frontier orbital gap	8.24	eV

Last column: natural (NBO) charge in e.
CARTESIAN COORDINATES (ANGSTROEM)
O  3.7251  1.1119  -1.2843  -0.671
O  2.2645  -2.7224  0.9330  -0.664
O  3.2424  -0.9625  -0.1132  -0.483
C  1.7120  0.6891  0.0347  -0.134
C  -0.8186  2.5815  1.1508  -0.227
C  -1.7166  -1.9141  -0.9288  -0.676
C  -0.7194  1.4125  0.2886  0.082
C  1.0755  -0.5344  0.6049  -0.206
C  -1.5906  0.6799  -0.6576  -0.292
C  -1.3139  -0.5750  -0.2652  0.101
C  0.4813  2.9367  0.9233  -0.135
C  2.9607  0.3501  -0.3984  0.542
C  2.0547  -1.4656  0.5093  0.576
C  0.7835  1.8851  -0.0998  -0.280
C  -0.3474  -0.4534  0.8970  -0.251
H  -1.5531  2.8875  1.8504  0.212
H  -2.1192  1.1462  -1.4087  0.207
H  -2.8134  -1.7491  -1.1685  0.227
H  -1.1960  -1.9071  -1.8985  0.232
H  0.9519  3.7782  1.3658  0.203
H  4.0291  0.5260  -1.9389  0.479
H  -0.7041  -0.8029  1.8347  0.219
H  0.7160  2.2348  -1.1448  0.220
H  3.1556  -2.9461  0.7555  0.494
H  -1.4769  -2.6861  -0.1920  0.226


## 2
DFT (the ωB97M-V functional and the def2-TZVPD basis) results for C12H10O3 in the gas phase.

net charge	0
E_LUMO	0.628	eV
SMILES	Oc1cc(O)cc(/C=C/c2ccoc2)c1
frontier orbital gap	8.77	eV

Last column: natural (NBO) charge in e.
CARTESIAN COORDINATES (ANGSTROEM)
O  -0.6143  -3.1286  -3.9350  -0.398
O  1.6497  1.4152  3.9227  -0.686
O  -1.8414  3.4498  1.6425  -0.677
C  0.0064  0.4977  0.7563  -0.022
C  -0.5943  -0.5025  -1.4342  -0.172
C  0.9220  -2.4531  -2.3957  -0.310
C  -0.0616  2.4519  2.7298  -0.389
C  0.8442  0.3967  1.8627  -0.317
C  0.0136  -0.5764  -0.2390  -0.192
C  0.8526  1.4066  2.8233  0.349
C  0.6680  -3.2193  -3.4476  0.096
C  -0.2883  -1.6486  -2.2927  -0.147
C  -1.1198  -2.1251  -3.1730  0.102
C  -0.9111  2.4320  1.6666  0.411
C  -0.8491  1.5052  0.6843  -0.314
H  -2.0850  -1.7848  -3.3110  0.193
H  1.4027  -3.9055  -3.7797  0.201
H  1.8122  -2.3594  -1.7408  0.238
H  -1.2362  0.2909  -1.8199  0.217
H  1.5270  -0.3871  1.9596  0.205
H  -1.5676  1.5648  -0.1985  0.216
H  2.5400  0.9732  3.8164  0.490
H  0.5134  -1.5550  -0.0523  0.210
H  0.0133  3.2573  3.4977  0.220
H  -1.5966  4.0042  2.4579  0.476


We find 2 to be the most stable, with the next structure 3.646 eV higher.